Density functional theory data (ωB97M-V/def2-TZVPD) for a 7-piece molecular cluster, C14H21N7 overall.

XYZ file:
```
42
Properties=species:S:1:pos:R:3:nbo_charge:R:1
C 4.631 3.808 0.913 -0.725
C 3.230 3.400 1.008 0.336
N 2.134 3.072 1.074 -0.393
H 5.115 3.165 0.179 0.256
H 5.132 3.724 1.871 0.255
H 4.668 4.833 0.548 0.272
C -2.252 -4.741 -0.898 -0.731
C -1.711 -6.013 -1.368 0.281
N -1.263 -7.016 -1.708 -0.324
H -2.815 -4.937 0.014 0.253
H -2.861 -4.213 -1.622 0.257
H -1.406 -4.107 -0.617 0.264
C 0.300 4.150 -1.680 -0.720
C 1.478 5.014 -1.570 0.313
N 2.398 5.681 -1.440 -0.370
H 0.144 3.906 -2.727 0.249
H -0.554 4.641 -1.224 0.268
H 0.486 3.251 -1.100 0.259
C -0.115 -3.538 3.154 -0.735
C 0.887 -3.386 4.191 0.288
N 1.666 -3.253 5.022 -0.331
H -0.420 -4.577 3.031 0.252
H 0.236 -3.212 2.175 0.276
H -1.007 -2.960 3.396 0.248
C 0.890 -3.512 -2.762 -0.709
C 0.691 -3.520 -4.211 0.287
N 0.525 -3.524 -5.344 -0.339
H 1.355 -2.573 -2.479 0.255
H 1.526 -4.356 -2.502 0.259
H -0.075 -3.624 -2.284 0.246
C -4.241 4.039 1.800 -0.719
C -3.228 3.605 0.829 0.319
N -2.450 3.264 0.066 -0.373
H -4.346 3.260 2.555 0.258
H -5.172 4.254 1.289 0.259
H -3.886 4.925 2.326 0.259
C 0.017 0.671 0.009 -0.733
C 0.116 -0.777 0.006 0.341
N 0.191 -1.921 0.024 -0.412
H -0.933 0.992 -0.414 0.271
H 0.832 1.095 -0.570 0.260
H 0.089 1.007 1.041 0.275
```

Its SMILES is CC#N.CC#N.CC#N.CC#N.CC#N.CC#N.CC#N. Its energy is -929.2881 Eh. Its spin multiplicity is 1. The calculation puts the HOMO-LUMO gap at 11.7 eV.


Density functional theory data (ωB97M-V/def2-TZVPD) for one molecule with the formula C14H21NO3.

XYZ file:
```
39
Properties=species:S:1:pos:R:3:nbo_charge:R:1
C 3.679 -4.040 -0.830 -0.247
C 3.275 -2.786 -0.413 -0.203
C 2.229 -2.129 -1.042 -0.271
C 1.577 -2.734 -2.110 0.297
C 1.988 -4.000 -2.530 -0.260
C 3.029 -4.644 -1.895 -0.188
H 3.335 -5.623 -2.232 0.214
H 1.472 -4.453 -3.362 0.223
O 0.549 -2.189 -2.829 -0.491
C 0.007 -0.950 -2.448 -0.075
C -0.936 -1.068 -1.246 -0.083
O -1.371 0.225 -0.911 -0.549
C -2.317 0.243 0.136 -0.086
C -2.733 1.698 0.411 -0.223
N -1.831 2.500 1.203 -0.443
C -0.501 2.649 0.642 -0.251
C 0.232 3.737 1.428 -0.073
O 0.312 3.414 2.798 -0.524
C -0.975 3.230 3.338 -0.070
C -1.735 2.125 2.601 -0.252
H -2.741 2.031 3.016 0.203
H -1.198 1.172 2.747 0.165
H -0.833 2.970 4.389 0.191
H -1.548 4.167 3.265 0.165
H 1.261 3.844 1.080 0.191
H -0.300 4.692 1.303 0.164
H -0.589 2.937 -0.406 0.210
H 0.078 1.713 0.701 0.171
H -3.700 1.692 0.921 0.200
H -2.850 2.192 -0.557 0.207
H -1.893 -0.219 1.041 0.167
H -3.203 -0.341 -0.155 0.171
H -0.415 -1.536 -0.395 0.170
H -1.790 -1.711 -1.509 0.169
H -0.561 -0.601 -3.314 0.198
H 0.787 -0.211 -2.230 0.177
H 1.942 -1.150 -0.691 0.209
H 3.775 -2.304 0.414 0.213
H 4.493 -4.543 -0.331 0.213
```

Its SMILES is c1ccc(OCCOCCN2CCOCC2)cc1. Its energy is -826.4904 Eh. Its spin multiplicity is 1. The calculation puts the HOMO-LUMO gap at 9.3 eV.


Density functional theory data (ωB97M-V/def2-TZVPD) for one molecule with the formula C14H21NO4.

XYZ file:
```
40
Properties=species:S:1:pos:R:3:nbo_charge:R:1
C 2.371 -1.820 -4.400 -0.253
H 3.184 -2.462 -4.735 0.201
O 1.807 -2.472 -3.288 -0.511
C 0.742 -1.891 -2.666 0.347
C 0.212 -2.588 -1.582 -0.247
C -0.862 -2.095 -0.872 -0.280
C -1.434 -0.876 -1.225 0.275
C -0.913 -0.186 -2.314 -0.245
C 0.160 -0.682 -3.032 -0.297
H 0.532 -0.114 -3.869 0.220
H -1.368 0.749 -2.600 0.222
O -2.527 -0.305 -0.619 -0.522
C -2.786 -0.534 0.752 -0.081
C -2.030 0.491 1.620 0.061
O -2.449 1.787 1.260 -0.723
H -2.462 1.825 0.294 0.474
C -0.504 0.314 1.497 -0.250
N 0.176 0.804 2.680 -0.444
C 1.550 0.344 2.807 -0.243
C 2.514 1.097 1.881 -0.090
H 3.547 0.803 2.075 0.193
O 2.454 2.488 2.111 -0.531
C 1.138 2.976 1.939 -0.089
C 0.141 2.250 2.852 -0.265
H -0.869 2.608 2.660 0.232
H 0.401 2.455 3.894 0.195
H 1.176 4.039 2.183 0.195
H 0.838 2.866 0.885 0.156
H 2.273 0.878 0.828 0.158
H 1.595 -0.728 2.604 0.198
H 1.852 0.520 3.844 0.198
H -0.171 0.795 0.562 0.177
H -0.280 -0.752 1.422 0.204
H -2.313 0.357 2.669 0.195
H -2.553 -1.554 1.063 0.176
H -3.861 -0.366 0.868 0.203
H -1.251 -2.678 -0.051 0.218
H 0.661 -3.531 -1.311 0.223
H 2.773 -0.838 -4.131 0.175
H 1.644 -1.706 -5.211 0.175
```

Its SMILES is COc1ccc(OC[C@H](O)CN2CCOCC2)cc1. Its energy is -901.7264 Eh. Its spin multiplicity is 1. The calculation puts the HOMO-LUMO gap at 8.8 eV.


Density functional theory data (ωB97M-V/def2-TZVPD) for one molecule with the formula C14H21NO4.

XYZ file:
```
40
Properties=species:S:1:pos:R:3:nbo_charge:R:1
C -5.781 -1.934 0.519 -0.252
H -5.254 -2.470 1.314 0.179
H -6.834 -1.843 0.783 0.201
H -5.692 -2.490 -0.420 0.179
O -5.316 -0.613 0.386 -0.519
C -4.008 -0.399 0.045 0.311
C -3.103 -1.436 -0.167 -0.315
C -1.786 -1.198 -0.504 -0.167
C -1.337 0.110 -0.637 -0.184
C -2.231 1.154 -0.431 -0.184
C -3.560 0.933 -0.095 0.241
O -4.286 2.071 0.071 -0.494
C -5.672 2.043 0.328 -0.240
H -5.971 3.091 0.360 0.189
H -6.221 1.534 -0.466 0.180
H -5.899 1.571 1.286 0.182
H -1.891 2.172 -0.534 0.246
C 0.060 0.436 -0.996 0.790
O 0.492 1.559 -1.103 -0.605
O 0.803 -0.664 -1.202 -0.509
C 2.170 -0.456 -1.546 -0.067
C 3.026 -0.193 -0.312 -0.456
C 4.509 -0.059 -0.698 -0.205
N 5.435 0.218 0.380 -0.435
C 5.537 -0.842 1.358 -0.413
H 5.683 -1.792 0.845 0.198
H 4.655 -0.924 2.011 0.162
H 6.407 -0.651 1.986 0.199
C 5.241 1.508 1.005 -0.413
H 5.164 2.272 0.235 0.201
H 4.346 1.557 1.642 0.164
H 6.111 1.726 1.625 0.198
H 4.837 -0.988 -1.177 0.188
H 4.611 0.748 -1.429 0.194
H 2.893 -1.016 0.392 0.202
H 2.681 0.729 0.159 0.219
H 2.482 -1.373 -2.051 0.187
H 2.240 0.391 -2.237 0.198
H -1.109 -2.022 -0.661 0.229
H -3.432 -2.458 -0.065 0.220
```

Its SMILES is COc1ccc(C(=O)OCCCN(C)C)cc1OC. Its energy is -901.7478 Eh. Its spin multiplicity is 1. The calculation puts the HOMO-LUMO gap at 9.0 eV.


E_LUMO, respectively: 0.12, 0.82, 0.71, 0.72 eV.